DFT (wB97M-V/def2-TZVPD) results for a structure of composition C38H36N8NiO4S in a non-equilibrium geometry.

```
88
Properties=species:S:1:pos:R:3:mulliken_spin:R:1
Ni -1.5677 -0.0851 0.0468 1.677
C 5.1491 1.5531 0.5537 0.000
C 4.9015 0.4462 1.5419 -0.001
C 5.9138 -0.0278 2.3652 0.000
C 5.6810 -1.0388 3.2859 0.000
C 4.4169 -1.5976 3.3841 0.000
C 3.3941 -1.1536 2.5613 0.000
C 3.6295 -0.1319 1.6444 0.001
N 2.6312 0.3204 0.7567 0.000
C 1.2652 0.2465 0.9390 0.013
N 0.8639 0.4145 2.2121 0.000
C -0.4140 0.2127 2.7882 -0.034
C -1.5395 -0.0882 2.0144 0.170
C -2.7163 -0.3313 2.7336 -0.026
C -2.7767 -0.2630 4.1189 0.006
C -1.6465 0.0769 4.8441 -0.008
C -0.4516 0.3191 4.1903 0.008
C 0.7811 0.6866 4.9854 0.003
N 0.4527 0.1042 -0.0670 -0.005
C 1.0888 -0.0676 -1.3365 0.010
C 1.2823 -1.3605 -1.8260 0.006
C 1.8811 -1.5750 -3.0549 -0.005
C 2.2888 -0.4911 -3.8209 0.007
C 2.1215 0.7907 -3.3299 -0.005
C 1.5460 1.0285 -2.0802 0.005
C 1.4483 2.4458 -1.5780 -0.002
H 6.1358 1.9864 0.7060 0.000
H 4.3986 2.3385 0.6609 0.000
H 5.1009 1.1866 -0.4767 0.000
H 6.9017 0.4105 2.2869 0.000
H 6.4845 -1.3892 3.9202 0.000
H 4.2286 -2.3955 4.0905 0.000
H 2.4180 -1.6213 2.6099 0.000
H 2.9229 0.4419 -0.1995 -0.001
H 1.6106 0.5733 2.8665 0.001
H -3.6189 -0.5926 2.2021 0.006
H -3.7119 -0.4686 4.6290 0.000
H -1.6931 0.1514 5.9251 0.000
H 0.5184 0.8154 6.0342 0.000
H 1.2206 1.6271 4.6387 0.000
H 1.5460 -0.0951 4.9307 0.000
H 0.9420 -2.1898 -1.2193 0.001
H 2.0366 -2.5870 -3.4089 0.000
H 2.7400 -0.6465 -4.7931 0.001
H 2.4518 1.6403 -3.9185 0.000
H 0.8912 3.0616 -2.2870 0.000
H 2.4451 2.8848 -1.4901 0.000
H 0.9540 2.5077 -0.6101 0.000
O -1.9203 6.3708 -2.9034 0.000
N -2.0275 5.4233 -3.6572 0.000
O -2.1154 5.5685 -4.8640 0.000
C -2.0329 4.0775 -3.1310 -0.001
C -2.0237 3.0816 -4.0708 0.002
C -1.9850 1.7244 -3.7152 0.002
C -2.0276 0.6732 -4.6558 -0.004
C -1.9852 -0.6191 -4.2176 0.001
C -1.8713 -0.8701 -2.8440 -0.009
N -1.7966 0.0916 -1.9520 0.063
C -1.8871 1.3692 -2.3575 0.006
C -1.9195 2.3957 -1.3522 -0.022
N -1.8682 1.9839 -0.0726 0.058
C -1.9704 2.8644 0.8946 0.003
C -2.1204 4.2246 0.6396 0.001
C -2.1493 4.6779 -0.6555 -0.002
C -2.0351 3.7595 -1.7195 0.007
H -2.0363 3.3764 -5.1101 0.000
H -2.1131 0.9093 -5.7095 0.000
H -2.0452 -1.4495 -4.9073 0.000
H -1.8556 -1.8818 -2.4572 0.003
H -1.9405 2.4759 1.9059 0.003
H -2.2193 4.9195 1.4616 0.000
H -2.2606 5.7246 -0.8641 0.000
O -4.5118 0.9601 -0.8771 -0.006
C -4.4113 -0.2106 -0.5188 -0.001
O -3.3849 -0.8231 -0.0668 0.048
H -5.2946 -0.8901 -0.6162 0.005
S -0.6308 -2.9386 0.8574 -0.004
C -1.3083 -4.4155 0.5193 0.013
N -1.4009 -5.0116 -0.6893 0.003
C -1.8978 -6.3789 -0.6286 0.000
C -2.1460 -6.5750 0.8819 0.000
N -1.8432 -5.2591 1.4250 0.004
H -1.0576 -4.5773 -1.5231 0.000
H -1.1562 -7.0823 -1.0101 0.000
H -2.8135 -6.4925 -1.2111 0.000
H -1.4843 -7.3345 1.3038 0.000
H -3.1766 -6.8616 1.0917 0.000
H -1.8241 -5.0540 2.4068 0.000
```

For the HOMO energy (spin up / spin down), the calculation gives -6.359 / -7.254 eV. For the HOMO-LUMO gap (spin up / spin down), the calculation gives 5.21 / 6.10 eV. The charge is 0. The multiplicity is 3.